# C4H57O25

A cluster of 25 separate species, C4H57O25 in total at a distorted geometry (ωB97M-V/def2-TZVPD, OMol25).

- E_tot (eV) = -56264.466
- F_max (Eh/bohr) = 0.0715
- total charge = -1

Geometry (Å):
H: 4.415 -0.371 -0.252
O: -2.260 -0.080 -1.195
H: 4.310 2.981 2.426
H: -2.110 0.599 4.206
H: 1.608 4.335 -1.751
H: -0.844 -3.680 -1.546
H: 0.496 2.081 3.277
O: -2.920 -1.309 -3.706
H: 2.027 1.088 -1.188
H: 0.105 2.502 -2.906
H: -1.349 -5.754 -4.552
H: 1.731 -0.944 1.413
H: -2.513 3.350 -1.122
O: -0.829 -1.292 4.332
H: -0.727 -0.784 -3.155
H: 1.941 -2.192 -4.658
H: -6.393 -0.309 -1.532
H: -1.429 0.302 -0.911
O: -1.991 4.083 -0.794
O: 1.916 5.443 1.958
C: -5.279 1.599 -1.221
H: 2.830 5.168 1.885
H: 0.134 -2.606 3.095
H: -3.469 1.329 -0.769
H: -0.337 -0.550 4.683
H: -0.444 -2.353 1.719
O: 2.331 -0.485 2.001
O: 4.536 -1.124 0.326
O: -1.356 -3.398 -2.308
H: 0.056 -5.743 -3.312
H: 0.282 2.258 -1.423
H: -6.075 2.242 -0.845
O: 2.381 -1.929 -3.849
H: -2.767 -2.201 -3.395
H: 3.266 1.146 6.134
C: -0.953 -5.434 -3.588
H: -1.772 -5.778 -2.958
H: -5.074 2.011 -2.210
H: 2.990 2.219 -1.481
O: 2.382 4.866 -1.935
O: -0.107 -0.062 -3.258
H: 1.836 0.276 2.303
H: -2.720 -0.754 -2.953
H: 1.976 -1.087 3.668
O: -1.043 -0.976 1.090
H: -1.158 4.013 -1.260
H: 0.235 1.298 4.546
O: 0.079 -2.982 2.216
H: 0.224 0.098 -2.374
H: 2.669 1.494 4.787
C: -0.787 -3.908 -3.524
O: 0.432 1.188 3.616
H: 0.816 0.720 0.424
O: 2.952 1.885 5.614
H: 2.428 4.901 -2.891
O: 2.939 1.265 -1.419
O: 0.551 -3.887 -0.248
H: 0.790 -2.982 -0.446
H: -4.689 -0.297 -1.958
H: -2.790 -0.091 3.043
O: 2.337 -1.515 4.444
H: 1.934 -1.281 -1.966
H: 3.813 -1.066 0.950
H: 1.722 2.622 1.683
O: -2.741 0.747 3.502
O: -4.162 1.962 -0.567
H: -2.445 -0.759 -0.546
H: 0.174 -3.849 0.631
H: -0.510 -2.047 4.826
H: 0.273 -3.662 -3.571
O: 0.801 2.871 1.600
O: 0.394 0.732 -0.458
H: 1.421 4.625 1.989
C: -5.408 0.020 -1.202
O: 1.735 -1.552 -1.070
H: 0.527 2.499 0.761
H: -1.295 -3.536 -4.414
H: -5.257 -0.395 -0.205
H: 3.946 1.555 2.069
H: 2.732 -1.059 -4.039
H: -1.298 -0.299 1.717
H: 1.478 -0.743 -0.627
H: 2.979 -2.136 4.099
O: 3.576 2.435 2.146
O: 0.282 2.953 -2.081
H: -0.485 -0.521 0.459



# C4H12

A cluster of 2 separate species, C4H12 in total at a distorted geometry (ωB97M-V/def2-TZVPD, OMol25).

- E_tot (eV) = -4341.988
- F_max (Eh/bohr) = 0.0404
- SMILES = CC.CC
- total charge = 0

Geometry (Å):
H: -1.407 0.500 -3.928
C: 1.351 0.174 2.268
H: -0.772 0.394 -1.037
H: -1.391 1.686 -2.089
H: 2.268 -0.155 2.764
C: -1.031 -0.144 -3.136
H: 1.453 0.156 1.191
H: 1.151 1.184 2.605
H: -0.191 -0.779 -3.383
H: 0.000 -1.521 1.930
C: -0.662 0.876 -2.007
C: 0.375 -0.942 2.767
H: -1.888 -0.697 -2.759
H: 0.867 -1.626 3.463
H: -0.411 -0.518 3.394
H: 0.286 1.411 -2.045



# C4H12NO2S

A cluster of 2 separate species, C4H12NO2S in total (ωB97M-V/def2-TZVPD, OMol25).

- E_tot (eV) = -20760.488
- F_max (Eh/bohr) = 0.0171
- total charge = -1

Geometry (Å):
H: -1.998 3.476 1.340
H: 1.246 3.969 1.377
H: -1.547 0.060 -1.863
O: 1.273 -1.565 -0.986
C: 0.109 -1.277 -1.746
O: -1.181 -0.302 0.092
H: 0.447 -1.039 -2.759
H: -0.527 -2.167 -1.809
C: -0.325 0.241 1.107
S: -0.948 4.361 1.347
H: -0.515 1.309 1.227
H: 0.083 -2.427 0.493
H: 0.731 0.098 0.878
H: 1.122 -3.549 -0.429
C: -0.679 -0.090 -1.212
H: -0.081 0.827 -1.240
H: 1.832 -2.433 0.762
C: 1.054 -2.545 0.009
N: 0.455 3.331 1.370
H: -0.549 -0.276 2.043



- Which value of F_max does entry 2 give?
  0.0404 Eh/bohr



- What is the formula in the third record?
  C4H12NO2S



- What is the formula in the second record?
  C4H12



- Among the records above, which one has the highest E_tot?
  C4H12